a:
A gas-phase ion, C4H11N2O (charge +2). Source: the OMol25 dataset; level of theory: the ωB97M-V functional and the def2-TZVPD basis.

XYZ file:
```
18
Properties=species:S:1:pos:R:3:lowdin_charge:R:1
N 0.752 2.249 0.999 0.20
C -0.416 1.418 0.604 0.00
C 0.312 0.097 -0.020 -0.24
N -0.465 -0.924 -0.478 -0.02
C -1.840 -1.269 -0.127 0.06
C 0.260 -2.062 -0.892 0.05
O 1.518 0.314 -0.328 0.17
H 1.609 1.817 0.594 0.15
H 0.733 3.212 0.784 0.17
H 0.894 2.076 2.032 0.22
H -0.887 1.078 1.535 0.14
H -1.100 2.025 -0.066 0.18
H -2.307 -1.626 -1.128 0.18
H -2.244 -0.323 0.323 0.11
H -1.960 -1.984 0.708 0.15
H 0.027 -2.329 -1.997 0.21
H -0.109 -3.008 -0.439 0.16
H 1.298 -1.837 -0.767 0.11
```

LUMO (spin up / spin down) ... -0.3262 / -0.4894 Eh
Expectation value of S² ... 0.77
Multiplicity ... 2
HOMO-LUMO gap (spin up / spin down) ... 0.44436 / 0.28417 Ha
Charge ... +2


b:
2 unconnected molecules or ions with the total composition C4H11N2O. Source: the OMol25 dataset; level of theory: the ωB97M-V functional and the def2-TZVPD basis.

XYZ file:
```
18
Properties=species:S:1:pos:R:3:lowdin_charge:R:1
N -3.475 -0.838 0.021 0.25
C -1.161 1.456 -0.282 0.43
C -0.310 0.334 -0.223 -0.40
N 0.682 0.367 0.846 0.23
C 1.844 -0.484 0.643 -0.11
C 2.784 -0.039 -0.575 0.08
O -0.449 -0.728 -0.819 0.22
H -2.445 -0.861 -0.095 0.01
H -3.914 -0.928 0.945 0.10
H -3.877 -1.398 -0.745 0.11
H -1.886 1.529 -1.081 0.13
H -1.201 2.155 0.548 0.14
H 0.893 1.310 1.186 0.19
H 1.389 -1.434 0.421 0.14
H 2.346 -0.499 1.633 0.17
H 3.470 -0.873 -0.675 0.12
H 2.080 0.015 -1.401 0.09
H 3.229 0.916 -0.346 0.10
```

LUMO (spin up / spin down) ... -0.5099 / -0.5175 Eh
Expectation value of S² ... 0.78
Multiplicity ... 2
HOMO-LUMO gap (spin up / spin down) ... 0.18475 / 0.17699 Ha
Charge ... +2


How do the structures above rank in stability at the extremes? a comes first and b comes last.